The following is a quantum chemistry calculation of a 2-piece molecular cluster, C3H12OSSi2 overall in a non-equilibrium geometry, from OMol25.

```
19
Properties=species:S:1:pos:R:3:lowdin_charge:R:1
C 0.65127 -1.17469 -0.76491 -0.162
C -2.00661 -0.75450 0.84784 -0.115
C 0.83614 -1.31285 2.31006 -0.184
O 0.33499 1.14407 0.52233 -0.206
Si 0.34917 2.82307 -2.92332 0.209
Si 0.00300 -0.40989 0.89230 0.458
S -1.65612 2.97615 -3.21037 0.010
H 1.58256 -1.90548 -0.63597 0.072
H -0.18135 -1.66950 -1.23208 0.009
H 1.09552 -0.38083 -1.28113 -0.031
H -2.20319 -1.72261 1.13983 -0.010
H -2.43897 -0.06930 1.50799 -0.005
H -2.06335 -0.61928 -0.17069 -0.021
H 1.18143 -0.70807 3.16847 0.027
H 0.23392 -2.04153 2.70468 -0.026
H 1.78170 -1.89939 1.84990 0.081
H 1.09615 3.33941 -1.72834 -0.114
H 1.24131 2.50248 -4.18291 -0.095
H 0.16244 1.88275 1.18633 0.103
```

Results
Structure (SMILES): C[Si](C)(C)O.[SiH2]=S
HOMO-LUMO gap: 8.1 eV

The following is a quantum chemistry calculation of a 2-piece molecular cluster, C3H13N2 overall, from OMol25.

```
18
Properties=species:S:1:pos:R:3:lowdin_charge:R:1
C 0.06506 -2.34213 1.05468 -0.035
H -1.01789 -2.37931 0.90777 0.022
H 0.32767 -3.14879 1.72929 0.040
H 0.33526 -1.38138 1.48821 0.022
H 0.57717 -2.51612 0.11126 0.030
N -1.24688 -0.17108 -1.00746 0.193
C 0.09037 0.55900 -1.03392 -0.136
C 0.14031 1.62052 0.05494 -0.276
N 1.54156 1.93733 0.30219 0.019
H -1.31325 -0.71107 -0.14030 0.111
H -2.02011 0.49076 -1.08314 0.174
H -1.29382 -0.83443 -1.78274 0.175
H 0.85630 -0.19297 -0.87377 0.117
H 0.20158 0.96447 -2.03502 0.136
H -0.36793 2.52423 -0.27876 0.124
H -0.40723 1.27417 0.94349 0.117
H 1.63380 2.91165 0.56108 0.085
H 1.89803 1.39516 1.08218 0.083
```

Results
HOMO-LUMO gap: 10.2 eV
Charge: +1

The following is a quantum chemistry calculation of a 2-piece molecular cluster, C3H13N2 overall, from OMol25.

```
18
Properties=species:S:1:pos:R:3:lowdin_charge:R:1
N 0.78249 2.62267 0.77349 0.039
H 1.67352 3.03655 0.53278 0.057
H 0.10673 3.32681 0.49027 0.061
H 0.78985 2.56079 1.78578 0.060
C -1.04699 -1.74262 -1.06036 -0.044
C -0.61433 -0.68388 -0.06120 -0.397
C 0.30244 -1.21375 1.03333 -0.040
N 0.17507 0.37106 -0.81059 0.159
H -1.72377 -1.32347 -1.80290 0.089
H -0.16333 -2.12760 -1.58053 0.093
H -1.47376 -2.60463 -0.55739 0.097
H -1.46653 -0.14693 0.35432 0.150
H 1.15545 -1.71946 0.58276 0.095
H -0.22168 -1.91574 1.66909 0.095
H 0.63694 -0.39270 1.66632 0.079
H -0.37477 0.79411 -1.56050 0.162
H 0.47141 1.18956 -0.18337 0.083
H 0.99126 -0.03075 -1.27129 0.162
```

Results
HOMO-LUMO gap: 12.4 eV
Charge: +1

The following is a quantum chemistry calculation of a 2-piece molecular cluster, C3H13N2 overall in a non-equilibrium geometry, from OMol25.

```
18
Properties=species:S:1:pos:R:3:lowdin_charge:R:1
C -0.34212 -1.42673 2.30256 -0.202
N -0.99758 -0.32191 1.65144 -0.084
H -0.52645 -1.44450 3.38435 0.070
H -0.70824 -2.46178 1.90538 0.116
H 0.78159 -1.42399 2.28453 0.074
H -1.08467 0.52185 2.25449 0.107
H -1.83906 -0.66752 1.23318 0.071
H 0.27845 0.45211 0.21689 0.180
C 1.30516 -0.22395 -1.72037 -0.017
N 0.67376 0.82420 -0.80024 -0.060
C -0.57221 1.24119 -1.54437 -0.041
H 0.59475 -1.01934 -1.94514 0.099
H 1.70332 0.28318 -2.63448 0.126
H 1.99341 -0.75792 -1.07509 0.094
H 1.45874 1.45405 -0.58422 0.173
H -1.11834 2.03559 -0.93850 0.128
H -1.25097 0.43951 -1.75022 0.089
H -0.36080 1.52967 -2.53650 0.078
```

Results
HOMO-LUMO gap: 10.5 eV
Charge: +1

The following is a quantum chemistry calculation of a 3-piece molecular cluster, C3H13N2O overall in a non-equilibrium geometry, from OMol25.

```
19
Properties=species:S:1:pos:R:3:lowdin_charge:R:1
C 1.83551 0.10113 0.42560 -0.217
C 1.11492 -0.30876 -0.83968 -0.134
C 0.02684 0.69364 -1.21662 -0.210
N -1.23259 0.06736 -1.35492 0.214
N 1.01113 0.96976 1.22110 0.142
H 2.79439 0.58091 0.21411 0.141
H 2.07828 -0.80183 1.00922 0.150
H 0.62980 -1.27572 -0.69669 0.130
H 1.79966 -0.51529 -1.66087 0.131
H -0.06018 1.43431 -0.35599 0.174
H 0.26399 1.26514 -2.11177 0.154
H -1.51964 -0.23858 -0.33623 0.041
H -1.95012 0.75864 -1.60539 0.147
H 1.37792 1.06771 2.16828 0.139
H -3.54533 -6.14164 1.50534 -0.002
H 0.00171 0.65721 1.30482 0.047
H -2.25537 0.02940 1.61040 0.074
H -3.15737 -6.73752 1.71032 0.002
O -1.46537 -0.08099 1.03868 -0.123
```

Results
HOMO-LUMO gap: 5.6 eV
Charge: +1

The following is a quantum chemistry calculation of a 2-piece molecular cluster, C3H13N2O overall in a non-equilibrium geometry, from OMol25.

```
19
Properties=species:S:1:pos:R:3:lowdin_charge:R:1
C -0.00241 -1.02179 -1.03661 -0.130
C -1.24402 -0.17955 -1.04569 -0.204
C -1.06883 1.23571 -0.48781 -0.208
N -1.15948 1.11200 1.04368 -0.003
N 0.33245 -1.31114 0.44145 0.146
H 0.78324 -0.36160 -1.30495 0.098
H 0.08996 -1.91273 -1.66715 0.138
H -2.19446 -0.65376 -0.87187 0.123
H -1.34816 0.06680 -2.10772 0.124
H -0.20673 1.83329 -0.85370 0.131
H -1.89490 1.83734 -0.81668 0.101
H -2.12076 1.34899 1.24395 0.077
H -0.58605 1.81529 1.48879 0.072
H -0.35658 -0.75578 0.96614 0.104
H 0.23344 -2.35846 0.62690 0.192
H 1.32838 -1.04897 0.64162 0.084
H 3.16407 0.13155 0.06842 0.088
H 2.97598 0.32736 1.54064 0.090
O 2.48098 0.08329 0.74908 -0.022
```

Results
HOMO-LUMO gap: 10.9 eV
Charge: +1

The following is a quantum chemistry calculation of a 2-piece molecular cluster, C3H13N2O overall, from OMol25.

```
19
Properties=species:S:1:pos:R:3:lowdin_charge:R:1
C -1.82610 -1.67000 -0.70489 0.007
N -0.33430 -1.84875 -0.64472 0.148
H -2.25500 -2.61283 -1.02180 0.104
H -2.14671 -1.40496 0.29645 0.104
H -2.06874 -0.88936 -1.41601 0.106
H 0.09199 -2.06183 -1.54726 0.173
H -0.08397 -2.61201 -0.02094 0.173
H 0.13638 -1.01031 -0.28890 0.076
C 1.80271 0.77170 -0.37615 -0.132
N 1.17862 1.71469 0.54388 -0.092
C -0.15660 1.32508 0.94246 -0.346
O -0.53908 1.94199 2.13899 -0.021
H 2.09355 -0.10189 0.21574 0.087
H 2.71458 1.21027 -0.77041 0.094
H 1.16645 0.50578 -1.23531 0.072
H 1.08609 2.61595 0.09702 0.121
H -0.86965 1.55257 0.13440 0.127
H -0.24556 0.23989 1.14622 0.100
H 0.25532 2.33400 2.51124 0.097
```

Results
HOMO-LUMO gap: 9.3 eV
Charge: +1

The following is a quantum chemistry calculation of a 2-piece molecular cluster, C3H13N2OS2 overall in a non-equilibrium geometry, from OMol25.

```
21
Properties=species:S:1:pos:R:3:lowdin_charge:R:1
S -1.76260 1.06021 -1.65085 0.360
S -1.43041 -0.97228 -1.61689 0.490
C -1.03313 -1.23506 0.14000 -0.548
C 0.37111 -1.00496 0.60523 -0.343
C 0.45117 -1.11936 2.17991 -0.176
N 1.62693 -0.37344 2.62609 -0.002
N 0.87912 0.36397 0.25146 0.168
H -2.83682 1.06934 -0.86441 -0.176
H -1.36992 -2.24207 0.39780 0.097
H -1.73743 -0.65628 0.75893 0.083
H 1.11831 -1.67491 0.17864 0.158
H 0.41943 -2.16710 2.46423 0.133
H -0.43445 -0.62502 2.58586 0.123
H 2.31915 -0.94924 3.09546 0.099
H 1.47198 0.34753 3.32663 0.099
H 1.61819 0.55043 0.95723 0.107
H 0.12877 0.98670 0.56484 0.133
H 1.11058 0.67095 -0.68522 0.143
H 4.09751 2.21803 0.55303 0.059
H 2.89756 3.18413 0.40877 0.054
O 3.23811 2.32484 0.11247 -0.061
```

Results
HOMO-LUMO gap: 9.7 eV
Charge: +1

In order of appearance, E = -31943.610, -6295.367, -6296.617, -6294.614, -8336.133, -8343.182, -8342.065, -30014.053 eV.
In order of appearance, energy relative to the best compared isomer or geometry (same formula, charge and spin) = 289.67, 120.57, 0.00, 193.27, 757.32, 77.23, 184.97, 51.06 kJ/mol.
In order of appearance, HOMO level = -9.01, -13.74, -15.49, -13.58, -14.71, -13.86, -13.09, -12.61 eV.